1.
C32H29BrCsFN4O5S as an isolated structure at a distorted geometry. Source: OMol25; level of theory: ωB97M-V with the def2-TZVPD basis set.

```
74
Properties=species:S:1:pos:R:3:forces:R:3
Cs 13.939482 16.901976 6.512555 0.0726 -0.3729 0.3504
Br 15.896549 8.834555 4.223522 -0.9272 1.0330 0.5217
C 14.833693 10.360638 4.972407 2.2791 2.0283 0.2144
C 15.493028 11.604889 5.319055 -0.0171 0.2276 -4.1032
C 15.003775 12.445479 6.276999 5.9607 2.9982 -2.9210
C 13.860794 12.355880 6.971912 -3.9788 -1.7613 2.2138
C 13.061856 11.093372 6.590400 1.4668 1.3346 3.6550
C 13.800907 10.261150 5.810254 -2.3721 -4.9245 0.1300
N 13.561031 13.204283 7.921841 1.0243 1.9513 1.6813
C 14.821900 13.991580 8.366510 -0.7817 -4.7623 -1.1824
C 14.976131 15.106598 9.081119 -2.6602 2.7090 0.8617
C 16.040335 16.118845 9.079482 3.1692 1.5283 0.6178
C 16.148848 17.192720 10.074990 2.1313 -1.0644 -3.1965
C 15.106170 17.559068 10.907764 -2.0584 -1.6145 -2.3454
C 13.881166 16.875914 10.333008 -2.7735 0.2247 1.1387
N 13.650726 15.624772 9.625648 3.2053 5.8514 1.7485
H 15.979834 12.051361 4.366808 0.6716 -0.4090 2.2239
H 15.665411 13.444342 6.474483 -1.8149 -2.4149 -1.0431
H 12.739525 10.375768 7.471307 -0.4028 2.2936 -1.4013
H 13.455942 9.254338 6.045476 -0.0522 -0.5117 -0.6919
H 15.585529 13.175554 8.334598 0.3445 1.6794 -0.0237
H 16.961862 16.175980 8.274420 -2.5126 -0.7882 2.0064
H 17.073928 17.932709 9.952264 -1.8612 -1.7730 0.3366
H 15.219158 18.567077 11.338831 -1.0585 -0.7142 0.0325
H 12.804254 17.629533 10.581496 3.2244 -2.7288 -0.6435
O 10.724002 21.150211 6.476288 -1.2522 1.0871 -0.3301
C 11.379107 20.435579 7.183606 -1.5830 0.3873 -2.2690
O 10.906259 19.428821 7.836448 -0.3392 -2.7229 1.9298
C 12.810569 20.486649 7.241089 3.4505 -0.2375 1.1338
O 13.479455 19.620241 6.617660 -0.4410 -0.0793 -0.6017
O 13.248473 21.340009 8.014310 0.1285 0.8370 0.2613
C 10.655774 11.815390 10.319662 1.5218 -1.1962 -3.2460
C 9.962042 13.084179 9.688738 -2.2978 2.0110 0.3588
C 10.302163 13.472265 8.224374 -0.5684 -0.3110 -4.5545
N 9.304566 14.456970 7.637055 -0.3790 -3.8545 3.8786
C 9.433827 15.059061 6.486172 -6.3399 0.7108 2.9274
S 10.567247 15.536434 5.561290 3.7265 0.8546 -2.6353
N 8.053643 15.664478 6.326350 2.4600 2.0773 -2.5020
C 6.936963 15.036924 5.963329 -5.1817 0.2967 0.2717
O 5.871735 15.714102 5.863012 2.0487 -1.3670 -0.1403
C 6.850270 13.536651 5.629774 0.5843 1.5100 1.8918
C 7.478052 13.336486 4.431059 0.6010 -6.4250 3.7099
C 7.814045 11.728956 4.357602 1.3999 7.7545 -6.6721
C 7.264723 10.804945 5.068865 -0.7271 -2.0357 1.3025
C 6.725826 11.188964 6.229413 -2.6310 6.5833 4.0468
C 6.458614 12.521228 6.619911 1.0781 2.1899 -3.2586
H 11.256337 11.674134 11.300256 -0.4572 1.3195 -2.1129
H 11.093423 11.094566 9.298841 -1.2019 2.1830 3.5344
H 9.699501 11.527246 10.551937 -1.8312 -2.7832 1.1119
H 9.814450 13.947257 10.422461 1.2694 -0.9140 -1.2474
H 8.600947 12.932751 9.687152 3.5397 -0.2560 -0.4769
H 10.035467 12.614759 7.380339 1.1765 0.9142 2.7800
H 11.234237 13.902250 7.739234 0.0499 -0.9945 2.1211
H 8.393398 14.026300 8.029016 1.1671 2.0626 -1.4689
H 8.127488 16.575054 5.759926 -0.1809 -1.4986 1.5568
H 8.191558 14.110933 4.288295 0.5922 0.2866 -1.7039
H 8.331737 11.734045 3.370030 -0.1589 -1.5553 0.9760
H 7.130063 9.777488 5.041492 1.1104 -2.1159 -1.5216
H 6.435786 10.865593 7.140819 -0.6718 -4.2533 2.1101
H 6.057978 12.954852 7.581958 0.4273 -1.2681 -1.0175
F 9.606455 15.487140 12.252067 -0.1245 -0.9100 0.8678
C 9.524965 16.301030 11.195023 1.7417 -0.7917 -0.5468
C 10.628333 16.318441 10.345469 0.6401 1.8684 -1.1922
C 10.701073 17.231830 9.307426 -5.9407 1.1383 1.0947
C 9.479476 18.082964 9.160563 0.8362 -0.4020 1.1549
C 9.535662 19.155869 8.141647 -0.0868 4.5221 0.4507
C 8.345278 18.036787 10.035832 0.4436 -0.6481 -2.0035
C 8.381081 16.970308 11.013731 -1.9685 2.7628 -1.4429
H 11.588035 15.870599 10.399758 0.4047 -1.5497 1.0126
H 11.435933 17.289941 8.562568 1.1256 0.0078 -0.3845
H 9.123884 20.233561 8.490692 0.5840 -2.3994 -0.0747
H 8.968678 19.071557 7.248540 -0.4119 -0.8886 -1.0583
H 7.412492 18.745860 9.702625 2.3258 -2.0458 1.3892
H 7.498414 16.726571 11.583228 0.0626 0.1189 0.4081
```
Forces are in eV/Å.

## Properties
molecular weight: 813.48 Da
HOMO: -0.43 eV
charge: -2
Kohn-Sham gap: 4.0 eV
ΔE to the lowest compared entry with this formula, charge and spin: 398.4 kcal/mol
maximum force: 10.33 eV Å⁻¹

---

2.
C32H29BrN3O6SeZn as an isolated structure. Source: OMol25; level of theory: ωB97M-V with the def2-TZVPD basis set.

```
73
Properties=species:S:1:pos:R:3:forces:R:3
Zn 0.516486 -0.493050 -1.169990 -0.0354 0.0443 -0.0713
O -0.270537 -4.796546 1.983705 -0.0082 -0.0112 0.0000
C -1.144232 -4.999188 0.938363 0.0096 -0.0022 0.0093
C -1.842122 -6.188385 0.796682 -0.0021 -0.0021 -0.0030
C -2.707351 -6.352000 -0.277464 -0.0004 0.0020 -0.0026
C -2.869467 -5.328935 -1.197503 -0.0027 -0.0003 0.0062
C -2.165534 -4.140827 -1.036501 -0.0013 0.0112 0.0003
C -1.295511 -3.960678 0.024581 0.0044 -0.0013 0.0154
C -0.541299 -2.645566 0.201771 0.0146 0.0049 0.1390
O -0.900667 -1.727045 -0.709981 -0.0293 -0.0292 -0.0938
N 0.931420 -2.963361 0.143147 0.0471 -0.1299 -0.1764
N 1.701522 -2.252062 -0.668964 -0.0071 0.0364 0.1175
C 2.975810 -2.302187 -0.588817 -0.0359 0.0305 -0.0268
C 3.836212 -1.573435 -1.524242 0.0000 -0.0239 -0.0114
Br 3.342742 -1.684110 -3.361710 0.0022 0.0091 0.0106
C 4.952377 -0.929607 -1.191176 0.0001 -0.0048 0.0299
C 5.357215 -0.672313 0.206071 -0.0117 0.0051 -0.0520
C 6.687448 -0.836317 0.595777 -0.0009 0.0068 0.0105
C 7.074824 -0.565142 1.898355 0.0016 -0.0014 -0.0041
C 6.141501 -0.105835 2.821036 0.0007 0.0036 0.0000
C 4.822078 0.082099 2.434856 0.0252 -0.0014 0.0061
C 4.428859 -0.203097 1.135089 -0.0182 -0.0068 0.0465
H -0.292786 -5.564765 2.562005 -0.0009 0.0035 0.0043
H -1.707800 -6.984109 1.522908 0.0005 0.0007 0.0000
H -3.251974 -7.281505 -0.387267 -0.0006 0.0011 -0.0017
H -3.544366 -5.450577 -2.034833 -0.0005 -0.0022 0.0002
H -2.276226 -3.314696 -1.726928 0.0050 -0.0097 0.0010
H -0.709825 -2.309144 1.242889 0.0049 0.0423 -0.0020
H 1.356764 -3.338373 0.980490 -0.0144 0.0126 0.0318
H 3.469642 -2.889906 0.185545 0.0047 0.0018 0.0031
H 5.590382 -0.543903 -1.977691 0.0080 -0.0053 0.0038
H 7.417206 -1.182704 -0.127461 -0.0005 0.0017 -0.0010
H 8.108261 -0.702979 2.192581 -0.0015 0.0003 0.0002
H 6.449802 0.121173 3.834345 0.0013 -0.0027 0.0000
H 4.081467 0.476978 3.118462 -0.0047 -0.0088 0.0013
H 3.398655 -0.022699 0.850334 0.0005 0.0045 -0.0233
C -4.045920 4.556207 -1.004966 -0.0009 -0.0001 0.0005
C -2.931761 3.647131 -1.451324 0.0013 0.0026 -0.0020
C -3.196167 2.469491 -2.136351 0.0012 -0.0001 -0.0038
C -2.177182 1.635132 -2.588035 -0.0005 -0.0086 -0.0072
C -2.530848 0.352433 -3.289817 -0.0008 0.0120 0.0171
C -0.844296 1.998093 -2.352229 -0.0126 0.0095 0.0109
Se 0.598679 0.913242 -3.050693 0.0393 -0.0042 -0.0044
C -0.556986 3.161562 -1.625478 -0.0097 0.0004 -0.0006
C 0.854374 3.549699 -1.284207 0.0097 0.0069 -0.0122
C -1.606517 3.966382 -1.193067 0.0032 -0.0120 0.0103
H -4.969170 4.000639 -0.836726 0.0012 -0.0015 0.0034
H -4.251801 5.320783 -1.758721 -0.0007 -0.0021 -0.0024
H -3.787959 5.075452 -0.080062 0.0023 0.0023 -0.0086
H -4.227651 2.182336 -2.318587 0.0005 0.0000 0.0000
H -3.613277 0.262475 -3.393791 0.0001 -0.0038 0.0001
H -2.158835 -0.509791 -2.729789 -0.0083 0.0070 0.0027
H -2.070877 0.302931 -4.277526 0.0036 0.0018 -0.0009
H 1.369260 2.739973 -0.763665 -0.0015 0.0011 0.0066
H 0.863491 4.437962 -0.651089 0.0015 -0.0012 0.0008
H 1.436941 3.749536 -2.185624 -0.0030 -0.0037 0.0013
H -1.377664 4.862606 -0.623862 -0.0006 -0.0001 -0.0017
O 1.757370 1.489246 2.298621 -0.0116 -0.0127 0.0054
C 0.919988 1.081943 1.497213 0.0390 0.0220 -0.0336
O 1.135796 0.196593 0.599481 0.0001 0.0272 0.0358
C -0.487111 1.654868 1.588266 -0.0029 -0.0004 0.0286
C -0.668713 2.852604 2.275147 -0.0063 0.0011 0.0023
C -1.930111 3.400285 2.415798 0.0094 -0.0079 -0.0022
C -3.005738 2.714473 1.874838 -0.0279 0.0117 0.0062
C -2.857150 1.524317 1.187408 0.0093 -0.0077 -0.0151
C -1.583145 0.997860 1.039396 0.0209 0.0098 -0.0018
N -4.354013 3.278213 2.032632 0.0144 0.0005 -0.0047
O -4.461949 4.361700 2.579940 -0.0007 -0.0096 0.0059
O -5.297005 2.637969 1.607585 -0.0048 -0.0033 0.0003
H 0.200888 3.334027 2.700993 -0.0007 -0.0023 -0.0013
H -2.093943 4.331861 2.936408 -0.0015 -0.0009 0.0027
H -3.721442 1.029827 0.770470 0.0005 -0.0002 0.0016
H -1.450531 0.064732 0.502948 -0.0169 -0.0129 -0.0073
```
Forces are in eV/Å.

## Properties
molecular weight: 775.85 Da
HOMO: -5.15 eV
charge: -1
Kohn-Sham gap: 7.1 eV
ΔE to the lowest compared entry with this formula, charge and spin: 1.2 kcal/mol
maximum force: 0.22 eV Å⁻¹

---

3.
C32H29BrN9O5V as an isolated structure. Source: OMol25; level of theory: ωB97M-V with the def2-TZVPD basis set.

```
77
Properties=species:S:1:pos:R:3:forces:R:3
V 0.353635 -0.127372 0.294085 0.2389 -0.2539 -0.4618
O -0.665963 -5.140951 2.138599 0.0155 -0.0461 0.0445
C 0.683950 -5.119844 1.984257 -0.0413 -0.0400 0.0155
C 1.397499 -6.290589 2.214599 0.0010 -0.0168 0.0124
C 2.775559 -6.302931 2.061500 -0.0001 0.0384 -0.0147
C 3.449033 -5.153268 1.669273 -0.0058 0.0013 -0.0021
C 2.732167 -3.983882 1.447762 -0.0178 -0.0545 0.0247
C 1.355634 -3.951608 1.611803 0.0802 0.1408 -0.0521
C 0.586034 -2.654121 1.444242 0.0321 -0.0579 -0.0215
O 1.357798 -1.621440 0.969149 -0.1295 0.1584 0.0904
N -0.576337 -2.920356 0.579671 -0.0048 0.0216 0.0721
N -1.147256 -1.655606 0.213413 0.2063 0.0502 -0.1383
C -2.413046 -1.781425 -0.178161 -0.0561 0.0583 -0.0098
C -3.105943 -0.955029 -1.060489 0.1226 -0.0791 0.0534
Br -2.029720 0.090946 -2.275383 -0.0869 0.0021 0.0192
C -4.479738 -0.848288 -1.218585 -0.0459 0.0170 -0.0462
C -5.491018 -1.216944 -0.264876 0.0406 -0.0207 0.0096
C -6.839262 -1.271378 -0.679713 -0.0039 0.0168 0.0169
C -7.856554 -1.597082 0.195785 0.0190 0.0032 -0.0177
C -7.579461 -1.879522 1.530621 0.0069 -0.0035 0.0156
C -6.260952 -1.814556 1.967564 -0.0262 0.0060 -0.0274
C -5.236509 -1.492610 1.094793 -0.0097 -0.0007 0.0372
H -1.018628 -4.354545 1.660419 -0.0165 -0.0073 -0.0258
H 0.852876 -7.180467 2.504204 0.0011 0.0038 -0.0015
H 3.322905 -7.220777 2.240428 0.0040 0.0011 0.0007
H 4.523623 -5.164340 1.537757 -0.0027 -0.0093 0.0034
H 3.221540 -3.065832 1.149751 -0.0005 0.0036 -0.0011
H 0.154310 -2.404195 2.430885 -0.0122 0.0400 0.0078
H -0.198802 -3.321592 -0.279953 0.0038 0.0012 -0.0348
H -2.957716 -2.653065 0.186820 0.0279 0.0027 -0.0180
H -4.836993 -0.413480 -2.145335 0.0009 -0.0096 0.0113
H -7.069207 -1.052791 -1.716687 -0.0050 -0.0028 0.0032
H -8.878718 -1.633103 -0.163138 0.0023 0.0001 -0.0029
H -8.375903 -2.138439 2.216560 0.0030 0.0010 -0.0014
H -6.027344 -2.013262 3.006958 0.0049 0.0031 -0.0005
H -4.222744 -1.428980 1.468489 -0.0581 0.0169 0.0093
C -3.565610 2.213119 0.562561 -0.0246 -0.0107 -0.0270
O -3.001075 2.513673 1.844859 0.0157 -0.0072 -0.0175
C -1.750499 3.067487 1.870335 -0.0832 -0.0047 0.0205
C -1.567342 4.163567 2.686013 0.0875 0.0173 -0.0075
C -0.304755 4.741643 2.841407 -0.0616 -0.0061 0.0156
C 0.763016 4.199984 2.164941 0.0818 -0.0210 -0.0340
C 0.612823 3.065254 1.354680 -0.1434 0.0023 0.0485
C 1.766023 2.565086 0.634633 0.0828 -0.0153 -0.0173
N 1.800508 1.395893 0.121199 -0.2590 -0.0434 0.2822
N 2.825749 1.106881 -0.749389 0.2638 -0.0785 -0.2440
C 2.422479 0.147891 -1.545056 -0.1190 0.1615 0.1989
O 1.262864 -0.415301 -1.477727 -0.0936 0.0635 0.0959
C 3.345249 -0.280203 -2.628653 -0.0044 -0.1347 -0.0688
C 4.629777 0.244347 -2.739376 0.0320 0.0408 0.0229
C 5.466748 -0.172389 -3.761420 0.0088 -0.0165 -0.0228
C 5.028836 -1.114759 -4.684549 -0.0406 0.0020 0.0219
C 3.748436 -1.639877 -4.576616 0.0494 0.0163 -0.0112
C 2.910973 -1.225681 -3.551302 -0.0317 -0.0230 0.0040
C -0.662241 2.469130 1.179239 0.0041 0.0632 0.0408
O -0.879439 1.395150 0.462382 0.0944 0.0004 0.0888
H -4.645007 2.309093 0.675202 0.0035 0.0046 0.0170
H -3.317120 1.205327 0.243716 0.0133 0.0243 0.0239
H -3.211784 2.917607 -0.192565 0.0125 0.0079 0.0078
H -2.432792 4.555382 3.205687 -0.0056 -0.0044 -0.0027
H -0.176417 5.608956 3.475908 -0.0004 -0.0017 -0.0024
H 1.750763 4.639491 2.255680 -0.0085 0.0034 0.0013
H 2.611211 3.233622 0.468998 -0.0064 -0.0062 -0.0642
H 4.955432 0.978976 -2.015696 -0.0060 -0.0045 -0.0007
H 6.466203 0.237374 -3.841288 -0.0024 0.0063 0.0074
H 5.684264 -1.438344 -5.483819 0.0021 -0.0014 0.0001
H 3.401973 -2.375455 -5.291724 -0.0047 -0.0015 0.0022
H 1.911332 -1.625937 -3.448402 0.0010 0.0089 0.0091
N 0.930805 0.690651 5.768498 -0.0050 -0.0174 0.1290
N 0.296503 0.461067 4.559673 0.0584 -0.0568 -0.0808
N -1.009424 0.353765 4.456320 -0.0581 0.0785 0.0038
C -1.148407 0.150718 3.157957 0.1008 -0.0466 0.0400
N 0.046814 0.103300 2.539449 -0.2868 -0.0172 0.0295
N 0.957449 0.314578 3.444264 0.0420 0.0378 -0.0157
H 0.874422 1.683879 5.969526 -0.0033 0.0244 -0.0420
H 1.902707 0.439576 5.626974 0.0029 -0.0227 -0.0126
H -2.090636 0.055326 2.647157 0.0036 -0.0079 -0.0095
```
Forces are in eV/Å.

## Properties
molecular weight: 750.49 Da
2S+1: 4
HOMO (spin up / spin down): -3.00 / -5.00 eV
charge: -1
Kohn-Sham gap (spin up / spin down): 5.4 / 7.4 eV
ΔE to the lowest compared entry with this formula, charge and spin: 12.2 kcal/mol
maximum force: 0.58 eV Å⁻¹